# CHCl4P

A 2-piece molecular cluster, CHCl4P overall (ωB97M-V/def2-TZVPD, the Open Molecules 2025 dataset).

```
! wB97M-V def2-TZVPD RIJCOSX def2/J DEFGRID3
* xyz 0 1
C -1.60 0.63 -1.94
P -1.54 -1.32 -0.35
Cl -0.05 1.28 -1.81
Cl -1.87 -0.20 -3.42
Cl -2.98 1.76 -1.64
Cl 0.28 -1.41 0.48
H -1.05 -2.09 -1.63
*
```

The energy above the lowest of the compared OMol25 structures with the same formula, charge and spin comes out at 1.465 eV. The HOMO energy is -8.964 eV. The total energy comes out at -60429.981 eV.

These are the natural (NBO) partial charges, in e, on atoms 1 to 4:
1. C -0.3561
2. P 0.5053
3. Cl 0.0753
4. Cl 0.0401